60
Properties=species:S:1:pos:R:3 method="wB97M-V/def2-TZVPD" multiplicity=1 e_above_lowest_kj_mol=276.4 homo_energy_ev=-8.2548 max_force_ev_per_a=0.811 homo_lumo_gap_ev=7.85
C 5.674 1.491 0.884
O 5.074 0.652 1.841
C 3.838 0.148 1.584
C 3.291 -0.662 2.581
C 2.038 -1.214 2.417
C 1.310 -0.973 1.264
C 1.851 -0.180 0.264
C 1.051 0.081 -0.996
C -0.284 0.697 -0.648
C -0.394 1.891 -0.016
O 0.740 2.549 0.310
C -1.664 2.532 0.338
C -2.725 2.608 -0.563
C -3.884 3.265 -0.213
C -4.021 3.845 1.045
C -2.972 3.742 1.967
C -1.795 3.111 1.598
O -3.069 4.247 3.237
C -4.398 4.530 3.618
C -5.110 5.295 2.503
O -5.178 4.506 1.335
C -1.333 -0.267 -0.936
O -2.515 -0.221 -0.677
C -0.636 -1.427 -1.648
O -1.161 -2.406 -2.133
N 0.685 -1.144 -1.676
C 1.654 -1.940 -2.389
C 2.494 -2.844 -1.481
C 1.675 -4.003 -0.898
N 1.456 -5.037 -1.871
C 0.368 -5.188 -2.685
C 0.643 -6.262 -3.481
N 1.868 -6.768 -3.178
C 2.327 -6.015 -2.218
C 3.111 0.381 0.421
H 5.071 2.385 0.698
H 6.632 1.785 1.310
H 5.847 0.965 -0.061
H 3.870 -0.837 3.473
H 1.621 -1.835 3.196
H 0.325 -1.398 1.140
H 1.628 0.728 -1.670
H 0.520 3.376 0.762
H -2.630 2.173 -1.543
H -4.708 3.347 -0.901
H -1.012 3.034 2.340
H -4.338 5.124 4.531
H -4.937 3.595 3.818
H -6.139 5.531 2.777
H -4.561 6.223 2.293
H 1.097 -2.555 -3.102
H 2.314 -1.264 -2.943
H 2.915 -2.255 -0.666
H 3.318 -3.255 -2.069
H 2.211 -4.434 -0.046
H 0.706 -3.638 -0.552
H -0.481 -4.538 -2.622
H 0.040 -6.704 -4.248
H 3.277 -6.145 -1.737
H 3.507 1.003 -0.366